[1]
# C19H20Cl2IrN3Sb

A molecular structure, C19H20Cl2IrN3Sb (ωB97M-V/def2-TZVPD, OMol25).

## Properties
orbital gap (alpha / beta) = 5.33 / 4.18 eV
M = 675.3 g mol⁻¹
spin multiplicity = 2
<S²> = 0.756
LUMO (alpha / beta) = -16.0 / -17.1 eV
charge = +4

Geometry as XYZ:
```
46
Properties=species:S:1:pos:R:3:mulliken_spin:R:1
Ir -0.05 0.34 0.71 -0.04
Sb 0.11 -1.29 -2.61 0.61
Cl 2.15 1.71 1.60 0.00
Cl 4.60 3.12 2.36 0.00
N 1.19 -1.54 0.25 0.02
N -1.87 -0.91 -0.26 0.02
N -0.07 1.47 -1.29 0.02
C 1.79 -2.06 1.33 0.02
C 3.17 -3.39 -0.12 0.00
C -4.03 -2.29 -1.20 0.00
C -4.08 -1.68 0.03 -0.01
C 0.57 1.71 -3.57 -0.05
C 1.33 -1.61 2.66 0.00
C 1.51 -1.95 -0.96 0.13
C 0.44 3.09 -3.43 0.00
C -2.92 -0.29 1.82 0.00
C -0.73 3.29 0.16 0.00
C -0.25 2.80 -1.15 0.02
C -2.88 -2.21 -1.98 -0.02
C -1.84 -1.50 -1.43 0.17
C 2.50 -2.87 -1.23 -0.05
C -2.97 -0.98 0.51 0.03
C 2.95 2.68 2.84 0.00
C 0.00 3.63 -2.24 0.00
C 0.29 0.96 -2.45 0.13
C 2.80 -3.02 1.15 0.00
H -0.15 4.70 -2.15 0.00
H -0.09 4.09 0.54 0.00
H 2.99 2.09 3.77 0.00
H 3.27 -3.46 2.02 0.00
H -2.82 -2.69 -2.95 -0.01
H 2.74 -3.19 -2.23 0.00
H 2.16 -1.27 3.28 0.00
H 0.87 1.26 -4.51 0.00
H -0.79 2.46 0.90 0.00
H -4.89 -2.85 -1.59 0.00
H -3.86 -0.39 2.37 0.00
H -2.13 -0.72 2.46 0.00
H 2.36 3.60 3.00 0.00
H -2.75 0.79 1.69 0.00
H -4.98 -1.75 0.64 0.00
H 3.97 -4.11 -0.28 0.00
H 0.68 3.73 -4.28 0.00
H 0.57 -0.80 2.56 0.00
H -1.73 3.73 0.06 0.00
H 0.87 -2.43 3.21 0.00
```

---

[2]
# C19H20Cl2N2O3

C19H20Cl2N2O3 in the gas phase (ωB97M-V/def2-TZVPD, OMol25).

## Properties
orbital gap = 9.34 eV
M = 395.3 g mol⁻¹
spin multiplicity = 1
energy relative to the best compared isomer or geometry (same formula, charge and spin) = 0.0 kcal per mole
structure (SMILES) = O=C(COc1ccc(Cl)cc1Cl)Nc1ccc(CN2CCOCC2)cc1
LUMO = 0.6 eV
charge = 0

Geometry as XYZ:
```
46
Properties=species:S:1:pos:R:3:nbo_charge:R:1
Cl 2.36 1.72 0.47 0.03
Cl 4.88 -2.68 -1.32 0.01
O -3.86 0.83 -4.23 -0.52
O 1.02 -2.42 4.94 -0.61
O 2.11 0.29 2.91 -0.50
N 0.07 -1.71 3.05 -0.64
N -1.83 1.22 -2.29 -0.44
C 4.08 -1.83 -0.05 -0.06
C 3.92 -2.42 1.19 -0.21
C 2.96 0.13 0.74 -0.09
C 2.77 -0.46 2.00 0.35
C 3.27 -1.74 2.20 -0.30
C -3.18 0.88 -1.90 -0.26
C 1.77 -0.30 4.15 -0.17
C 3.61 -0.54 -0.28 -0.23
C -0.70 0.47 2.28 -0.23
C 0.92 -1.57 4.09 0.65
C -1.10 1.88 -1.22 -0.24
C -0.83 0.94 -0.08 -0.02
C -1.86 2.00 -3.51 -0.25
C -3.85 0.09 -3.02 -0.07
C -0.39 -0.35 -0.35 -0.20
C -2.56 1.18 -4.60 -0.07
C -0.10 -1.22 0.68 -0.24
C -0.99 1.34 1.24 -0.19
C -0.24 -0.81 2.00 0.21
H -0.36 -2.63 2.99 0.41
H -0.28 -0.67 -1.37 0.23
H -3.15 0.27 -0.99 0.21
H -2.40 2.95 -3.37 0.17
H -0.84 2.22 -3.82 0.20
H 3.74 -0.07 -1.24 0.24
H 1.22 0.48 4.69 0.22
H -0.84 0.79 3.30 0.21
H -3.78 1.79 -1.69 0.17
H -0.14 2.21 -1.63 0.21
H 2.67 -0.54 4.73 0.21
H -1.64 2.77 -0.85 0.17
H 3.15 -2.23 3.16 0.24
H -3.30 -0.85 -3.17 0.16
H -1.35 2.33 1.46 0.21
H 4.30 -3.42 1.37 0.23
H -4.89 -0.13 -2.78 0.19
H -1.97 0.27 -4.80 0.16
H -2.65 1.76 -5.52 0.19
H 0.25 -2.22 0.48 0.22
```

---

[3]
# C19H20ClN2O2S

A gas-phase ion, C19H20ClN2O2S (charge +1) (ωB97M-V/def2-TZVPD, OMol25).

## Properties
orbital gap = 8.66 eV
M = 375.9 g mol⁻¹
spin multiplicity = 1
LUMO = -2.8 eV
charge = +1

Geometry as XYZ:
```
45
Properties=species:S:1:pos:R:3:nbo_charge:R:1
Cl 1.73 3.01 -4.47 0.06
S -0.96 2.54 1.96 0.36
O -2.18 -1.16 -0.92 -0.68
O 2.86 -4.81 0.29 -0.47
N -0.82 0.41 0.18 -0.42
N -1.88 0.16 2.11 -0.37
C 0.59 0.29 -1.80 -0.26
C 1.91 -3.85 0.30 0.33
C -1.32 -1.01 0.14 0.42
C -0.40 2.39 -1.17 -0.23
C -0.25 -3.19 -0.53 -0.19
C 0.95 -1.75 0.96 -0.13
C -2.62 3.13 4.13 -0.62
C 1.98 -2.66 1.03 -0.31
C -0.17 -1.99 0.18 -0.17
C 4.03 -4.64 1.05 -0.26
C 0.78 -4.10 -0.47 -0.24
C 1.18 0.90 -2.89 -0.19
C -1.74 2.02 3.58 -0.29
C 0.99 2.26 -3.12 -0.04
C -2.49 0.72 3.28 -0.22
C -1.21 0.98 1.31 0.37
C -2.16 -1.09 1.45 -0.22
C -0.20 1.04 -0.92 0.19
C 0.19 3.00 -2.25 -0.20
H 4.63 -5.53 0.87 0.22
H -2.41 0.02 4.12 0.24
H -1.85 -1.94 2.07 0.24
H 2.84 -2.44 1.64 0.23
H -1.04 2.98 -0.53 0.22
H -3.06 2.81 5.07 0.24
H 0.76 -0.76 -1.62 0.24
H -1.13 -3.41 -1.12 0.23
H -0.89 1.84 4.25 0.24
H -3.42 3.36 3.43 0.23
H 4.60 -3.75 0.73 0.18
H 3.81 -4.56 2.12 0.18
H 0.72 -5.03 -1.02 0.24
H 0.04 4.05 -2.44 0.24
H -3.22 -1.19 1.20 0.24
H -2.04 4.03 4.30 0.24
H -1.70 -1.29 -1.75 0.50
H 1.03 -0.83 1.53 0.20
H 1.80 0.32 -3.56 0.24
H -3.55 0.93 3.09 0.21
```

---

[4]
# C19H20ClN3O5

C19H20ClN3O5 in the gas phase (ωB97M-V/def2-TZVPD, OMol25).

## Properties
orbital gap = 6.07 eV
M = 405.8 g mol⁻¹
spin multiplicity = 1
energy relative to the best compared isomer or geometry (same formula, charge and spin) = 176.8 kcal per mole
structure (SMILES) = Cc1ccc([C@H](N[C@@H]2C(=O)C(=O)[C@H]2Nc2ccc(Cl)nc2O)C2(C)COC2)o1
LUMO = -2.1 eV
charge = 0

Geometry as XYZ:
```
48
Properties=species:S:1:pos:R:3:nbo_charge:R:1
Cl 4.55 5.49 -3.23 0.01
O -0.29 -2.62 3.12 -0.44
O -1.33 4.35 -0.78 -0.41
O -3.11 3.18 1.58 -0.41
O -0.05 -3.06 -1.04 -0.53
O 2.77 4.42 1.28 -0.65
N -1.75 0.13 0.78 -0.64
N 3.65 4.80 -0.77 -0.52
N 0.90 2.38 0.35 -0.60
C 2.02 2.73 -1.80 -0.19
C -1.44 -2.16 0.24 -0.07
C -1.33 1.53 1.14 -0.13
C -0.93 -1.98 -1.18 -0.05
C -0.60 -3.46 0.24 -0.07
C -2.98 -2.47 0.20 -0.61
C -1.03 -1.08 1.25 -0.09
C -1.04 -1.55 2.65 0.26
C -2.17 2.76 0.85 0.43
C 3.66 4.48 -2.11 0.18
C -1.44 3.20 -0.28 0.41
C -0.43 2.07 -0.05 -0.11
C 2.81 4.07 0.00 0.52
C 2.84 3.53 -2.68 -0.30
C -1.94 -1.17 3.68 -0.30
C 0.12 -3.67 5.42 -0.66
C 1.96 2.88 -0.42 0.08
C -1.75 -2.10 4.82 -0.30
C -0.64 -2.92 4.46 0.30
H -2.59 -0.24 3.70 0.24
H 0.89 2.69 1.31 0.39
H -0.42 1.45 -0.97 0.23
H -0.29 -3.33 6.34 0.24
H -2.29 -2.15 5.71 0.22
H -1.61 -2.09 -1.98 0.17
H 1.45 1.91 -2.29 0.21
H 0.13 -3.57 1.07 0.19
H 0.01 -0.82 1.05 0.21
H -3.46 -1.55 -0.10 0.19
H -3.26 -2.78 1.21 0.22
H -2.72 -0.04 0.47 0.39
H -0.74 1.55 2.06 0.22
H -3.29 -3.23 -0.54 0.23
H -1.20 -4.35 0.37 0.17
H -0.23 -1.20 -1.35 0.17
H 3.29 5.21 1.14 0.50
H 0.14 -4.70 5.28 0.22
H 3.05 3.16 -3.64 0.23
H 1.13 -3.28 5.53 0.23
```

---

[5]
# C19H20ClNO4

C19H20ClNO4 in the gas phase (ωB97M-V/def2-TZVPD, OMol25).

## Properties
orbital gap = 9.09 eV
M = 361.8 g mol⁻¹
spin multiplicity = 1
energy relative to the best compared isomer or geometry (same formula, charge and spin) = 0.0 kcal per mole
structure (SMILES) = CCOc1ccc([C@H](CC(=O)O)NC(=O)Cc2ccc(Cl)cc2)cc1
LUMO = 0.6 eV
charge = 0

Geometry as XYZ:
```
45
Properties=species:S:1:pos:R:3:nbo_charge:R:1
Cl -5.18 -3.56 -0.89 0.00
O -1.20 1.90 -2.16 -0.67
O -1.71 0.74 -0.33 -0.63
O 3.24 4.99 0.49 -0.49
O 1.91 -2.56 0.64 -0.62
N 0.52 -0.78 0.55 -0.65
C 1.72 1.20 -0.29 -0.08
C -1.03 0.88 -1.32 0.81
C 0.09 -0.03 -1.74 -0.52
C -1.48 -3.92 0.53 -0.15
C 5.69 4.91 0.52 -0.64
C 0.91 -1.99 1.01 0.70
C 2.82 3.74 0.19 0.29
C 1.17 2.04 0.68 -0.19
C 1.13 -0.16 -0.60 -0.05
C 1.71 3.29 0.91 -0.25
C 4.42 5.50 -0.10 -0.06
C -0.05 -2.56 2.06 -0.52
C 3.37 2.90 -0.78 -0.26
C -2.65 -4.16 -0.16 -0.24
C -2.44 -1.96 1.51 -0.21
C -3.71 -3.28 -0.02 -0.05
C -1.36 -2.83 1.38 -0.03
C 2.82 1.65 -1.01 -0.19
C -3.61 -2.18 0.82 -0.21
H 0.56 0.37 -2.64 0.24
H -0.32 -1.02 -1.95 0.25
H 1.93 -0.83 -0.92 0.25
H -0.17 -1.84 2.87 0.23
H -4.45 -1.50 0.93 0.23
H 5.70 5.10 1.59 0.22
H -2.36 -1.10 2.17 0.22
H -2.74 -5.01 -0.82 0.23
H 4.38 6.57 0.10 0.19
H -0.39 -0.43 0.80 0.43
H 1.29 3.94 1.66 0.22
H -0.64 -4.60 0.41 0.22
H 0.39 -3.47 2.45 0.24
H 5.73 3.83 0.36 0.21
H 6.57 5.36 0.07 0.22
H 0.32 1.72 1.26 0.22
H 4.22 3.21 -1.37 0.21
H 3.26 1.01 -1.76 0.21
H 4.41 5.35 -1.18 0.17
H -1.92 2.48 -1.87 0.50
```

---

[6]
# C19H20F7N2O5P

2 unconnected molecules or ions with the total composition C19H20F7N2O5P (ωB97M-V/def2-TZVPD, OMol25).

## Properties
orbital gap = 6.74 eV
M = 520.3 g mol⁻¹
spin multiplicity = 1
structure (SMILES) = CCCc1cccc2c1C(=O)C(P(=N)(O)O)=C(C(F)(F)C(F)(F)C(F)(F)F)C2=O.CNC(C)=O
LUMO = -2.4 eV
charge = 0

Geometry as XYZ:
```
54
Properties=species:S:1:pos:R:3:nbo_charge:R:1
P -1.38 -0.05 0.47 2.05
F -0.29 -1.91 -3.86 -0.35
F -1.22 -2.41 -1.74 -0.30
F -4.34 -1.92 -5.16 -0.33
F -2.81 0.33 -3.96 -0.31
F -2.18 -1.53 -6.07 -0.30
F -3.80 -1.37 -2.61 -0.30
F -2.65 -3.50 -4.60 -0.32
O -1.43 1.02 1.89 -0.90
O -3.14 -1.51 2.85 -0.68
O -0.15 3.12 0.10 -0.51
O -3.01 -0.56 0.14 -0.96
O 0.00 0.90 -4.81 -0.48
N -3.06 -2.53 4.85 -0.61
N -0.45 -1.33 0.97 -1.24
C 0.35 2.16 -0.69 0.54
C 1.80 2.30 -1.50 -0.13
C 2.77 1.59 2.42 -0.65
C -2.70 -2.43 3.54 0.70
C -1.76 -3.46 2.98 -0.73
C -0.43 0.05 -2.33 -0.10
C -2.64 -1.09 -3.51 0.59
C -0.45 0.72 -1.00 -0.37
C 3.16 1.76 -3.92 -0.19
C 3.10 3.05 -0.84 0.05
C -2.65 -3.52 5.82 -0.41
C 3.86 2.57 1.68 -0.41
C 4.48 3.19 -1.76 -0.22
C -1.17 -1.34 -2.76 0.66
C 1.79 1.62 -3.03 -0.10
C 0.40 0.84 -3.54 0.53
C -2.87 -2.02 -4.85 0.94
C 4.50 2.55 -3.31 -0.20
C 3.14 3.69 0.67 -0.47
H -1.56 -3.25 1.93 0.28
H 1.68 1.91 2.11 0.22
H 2.90 1.65 3.61 0.22
H -2.16 -3.01 6.65 0.20
H 4.53 3.14 2.45 0.22
H -2.16 1.67 1.66 0.49
H -2.21 -4.46 3.06 0.22
H -3.69 -1.80 5.15 0.40
H -3.61 -0.37 0.94 0.54
H 4.52 1.87 0.99 0.22
H 3.21 1.33 -5.02 0.26
H 0.38 -1.42 0.31 0.37
H 2.10 3.96 1.13 0.26
H -1.97 -4.26 5.39 0.22
H 2.89 0.45 2.09 0.22
H 5.45 2.66 -4.01 0.25
H -0.81 -3.43 3.52 0.23
H 5.46 3.74 -1.39 0.25
H 3.81 4.67 0.75 0.24
H -3.55 -4.02 6.19 0.20
```

---

Asked for total energy across the records above, the calculation gives -58869.86107; -54195.18982; -50455.05667; -47250.62271; -42231.54946; -61539.66559 eV in order.